Entry 1:
Entry from OMol25: a molecular structure, C22H37AlFN8O2 (wB97M-V/def2-TZVPD).

Geometry as XYZ:
```
71
Properties=species:S:1:pos:R:3:forces:R:3
C 0.477 1.177 -3.067 0.0 -0.2 0.1
C -0.910 0.787 -2.553 -0.1 0.1 -0.8
O -1.280 1.376 -1.299 0.3 -0.4 0.5
C -0.814 0.611 -0.218 -0.2 -0.6 0.2
O -1.509 -0.271 0.234 0.5 0.9 -0.5
C 0.538 1.047 0.293 -0.5 -0.1 0.4
C 1.202 0.073 1.275 0.5 0.2 -0.3
C 2.281 -0.809 0.589 -0.3 0.1 0.4
Al 2.481 -2.697 1.277 0.6 0.1 0.4
F 3.441 -2.684 2.747 -0.3 0.0 -0.4
H 0.772 2.169 -2.722 -0.1 0.0 0.0
H 1.235 0.451 -2.768 0.0 0.2 0.1
H 0.475 1.177 -4.159 0.0 0.0 0.1
H -1.005 -0.300 -2.501 0.0 0.1 0.1
H -1.653 1.127 -3.280 -0.1 0.1 0.2
H 0.359 2.029 0.753 0.0 0.0 -0.1
H 1.188 1.224 -0.563 0.0 0.1 0.0
H 1.690 0.679 2.045 -0.1 -0.1 0.0
H 0.438 -0.525 1.777 -0.1 0.0 -0.1
H 3.252 -0.311 0.705 0.0 0.0 -0.1
H 2.084 -0.840 -0.494 0.0 -0.1 0.0
H 3.287 -3.543 0.158 0.0 0.0 -0.2
H 1.051 -3.351 1.679 -0.2 0.0 0.0
C -3.317 3.472 0.434 0.0 0.0 0.1
C -2.625 4.529 1.161 0.2 0.4 0.2
N -2.085 5.372 1.729 -0.3 -0.3 -0.2
H -2.595 2.774 0.016 0.0 -0.1 -0.1
H -3.986 2.942 1.109 0.0 0.0 0.0
H -3.896 3.904 -0.380 0.0 0.0 0.0
C 2.756 -6.567 3.348 0.1 0.0 0.0
C 3.579 -6.425 2.153 0.0 0.3 -0.5
N 4.149 -6.249 1.168 0.0 -0.4 0.4
H 2.909 -7.548 3.795 0.0 0.0 0.0
H 3.025 -5.794 4.065 0.0 0.0 0.0
H 1.706 -6.444 3.085 0.0 0.0 0.0
C 0.423 -0.364 -7.221 -0.1 0.0 -0.1
C -0.041 -0.973 -5.982 0.3 -0.4 0.4
N -0.287 -1.511 -4.995 -0.1 0.3 -0.4
H -0.307 0.345 -7.607 0.0 0.0 0.0
H 1.369 0.140 -7.031 0.0 0.0 0.1
H 0.584 -1.151 -7.956 0.0 0.0 0.0
C 3.458 -2.036 -3.775 -0.1 0.1 0.0
C 3.161 -0.806 -4.501 0.0 0.4 -0.2
N 2.940 0.179 -5.055 0.1 -0.4 0.1
H 3.817 -1.796 -2.776 0.0 0.0 0.1
H 2.553 -2.635 -3.687 0.0 0.0 0.0
H 4.219 -2.604 -4.306 0.0 0.0 0.0
C -3.010 -2.586 -3.153 0.0 0.1 0.0
C -4.374 -2.199 -3.499 -0.4 0.1 -0.1
N -5.446 -1.891 -3.789 0.5 -0.1 0.1
H -2.310 -2.146 -3.864 0.0 -0.1 0.1
H -2.769 -2.239 -2.149 0.0 0.0 0.0
H -2.915 -3.670 -3.185 0.0 0.0 0.0
C 0.774 5.182 3.621 0.1 0.0 -0.1
C 1.520 4.312 2.717 0.2 -0.4 -0.3
N 2.082 3.601 2.006 -0.2 0.4 0.3
H 1.448 5.882 4.112 0.0 0.0 0.0
H 0.024 5.734 3.058 0.0 0.0 0.0
H 0.278 4.585 4.382 0.0 0.0 0.0
C -2.926 5.869 5.151 0.0 0.0 0.0
C -1.728 5.896 5.983 0.4 0.0 0.2
N -0.764 5.910 6.614 -0.4 0.0 -0.2
H -2.651 6.011 4.106 0.0 0.0 0.0
H -3.426 4.908 5.258 0.0 0.0 0.0
H -3.605 6.662 5.459 0.0 0.0 0.0
C -1.834 -2.697 3.279 0.1 0.0 -0.1
C -1.338 -4.060 3.440 0.1 -0.5 0.1
N -0.970 -5.141 3.584 -0.2 0.4 0.0
H -1.671 -2.364 2.255 0.1 0.0 0.0
H -2.898 -2.660 3.511 0.0 0.0 0.0
H -1.295 -2.032 3.950 0.0 0.0 0.0
```
Forces are in eV/Å.

Results
Energy relative to the best compared isomer or geometry (same formula, charge and spin) (eV): 0.0000
Electronic energy (a.u.): -1791.36563
Molecular weight (g mol⁻¹): 491.57
Lowest unoccupied orbital energy (eV): 1.945
HOMO (eV): -4.894
Net charge: -1

Entry 2:
Entry from OMol25: a molecular structure, C28H25IrN3O2S3 (wB97M-V/def2-TZVPD).

Geometry as XYZ:
```
62
Properties=species:S:1:pos:R:3:forces:R:3
Ir -0.098 0.665 -0.134 0.4 -1.1 1.5
S -2.293 -3.857 0.298 0.0 -0.1 0.0
C -1.645 -2.318 -0.073 0.0 0.1 0.2
S -2.377 -2.267 -1.609 0.0 0.0 -0.1
S -0.563 -1.357 0.899 -0.2 -0.3 -0.4
C 0.567 1.788 3.919 -0.1 0.0 0.0
C -0.610 2.454 4.235 0.0 0.0 0.0
C -1.641 2.506 3.316 0.0 0.0 0.0
C -1.486 1.895 2.077 0.0 -0.1 0.1
N -0.322 1.279 1.789 0.2 0.5 0.2
C 0.677 1.212 2.672 0.0 0.0 0.1
C -2.486 1.806 1.011 0.0 0.1 -0.1
C -3.772 2.328 1.133 0.1 0.0 0.1
C -4.667 2.211 0.087 0.0 0.0 -0.1
C -4.273 1.559 -1.075 0.0 0.0 0.1
C -2.992 1.035 -1.193 0.0 -0.1 0.1
C -2.066 1.148 -0.159 -0.1 0.1 -0.2
H 1.387 1.720 4.619 0.0 0.0 0.0
H -0.725 2.929 5.201 0.0 0.0 0.0
H -2.563 3.013 3.555 0.0 0.0 0.0
H 1.562 0.687 2.332 0.0 0.1 -0.1
H -4.082 2.827 2.044 0.0 0.0 0.0
H -5.665 2.620 0.175 0.0 0.0 0.0
H -4.974 1.450 -1.894 0.0 0.0 0.0
H -2.736 0.498 -2.096 0.0 0.1 0.0
C 3.860 -1.085 -0.016 0.0 0.0 0.0
C 2.983 -0.041 -0.653 -0.2 -0.1 0.2
O 2.012 0.433 0.112 0.2 0.0 -0.1
C 3.245 0.408 -1.968 0.0 0.1 -0.2
C 2.558 1.512 -2.547 0.1 -0.1 0.1
C 2.804 1.907 -3.845 0.0 0.0 0.0
C 3.738 1.239 -4.639 0.0 0.0 0.0
C 4.440 0.168 -4.087 0.0 0.0 0.0
C 4.212 -0.239 -2.788 -0.1 0.0 0.1
H 3.489 -1.294 0.986 0.0 0.0 0.0
H 4.899 -0.750 0.057 0.0 0.0 0.0
H 3.863 -2.020 -0.585 0.0 0.0 0.0
H 1.843 2.058 -1.949 0.0 0.0 0.0
H 2.270 2.761 -4.250 0.0 0.0 0.0
H 3.926 1.555 -5.656 0.0 0.0 0.0
H 5.178 -0.354 -4.684 0.0 0.0 0.0
H 4.773 -1.077 -2.397 0.0 0.0 0.0
C 1.191 3.274 0.215 -0.2 0.0 0.1
O 0.156 2.566 -0.428 0.1 0.5 -1.1
H 2.060 2.652 0.430 0.0 0.0 0.0
H 0.820 3.715 1.149 0.0 0.0 0.0
H 1.488 4.095 -0.442 0.0 0.0 0.0
N -0.103 -0.235 -4.203 -0.1 -0.1 0.0
C -0.353 0.469 -3.090 0.2 0.1 0.0
N 0.087 -0.137 -2.013 -0.4 0.3 -0.5
C 0.664 -1.337 -2.441 0.0 0.1 -0.1
C 1.283 -2.372 -1.742 -0.1 0.0 0.0
C 1.758 -3.434 -2.480 0.0 0.0 0.0
C 1.632 -3.484 -3.878 0.0 0.0 0.0
C 1.024 -2.467 -4.579 0.0 0.0 0.0
C 0.546 -1.398 -3.830 0.0 0.0 0.0
H -0.344 0.049 -5.136 0.1 0.0 0.0
H -0.818 1.441 -3.093 0.0 0.0 0.0
H 1.361 -2.342 -0.666 0.0 0.0 0.0
H 2.237 -4.257 -1.967 0.0 0.0 0.0
H 2.017 -4.342 -4.414 0.0 0.0 0.0
H 0.920 -2.499 -5.656 0.0 0.0 0.0
```
Forces are in eV/Å.

Results
Energy relative to the best compared isomer or geometry (same formula, charge and spin) (eV): 0.6219
Electronic energy (a.u.): -2695.50180
2S+1: 6
Molecular weight (g mol⁻¹): 723.95
Lowest unoccupied orbital energy (alpha / beta) (eV): -0.037 / -2.354
HOMO (alpha / beta) (eV): -5.149 / -8.078

Entry 3:
Entry from OMol25: a molecular structure, C29H44BrN3P2SZn (wB97M-V/def2-TZVPD).

Geometry as XYZ:
```
81
Properties=species:S:1:pos:R:3:forces:R:3
C -2.102 -8.198 -4.606 0.3 0.0 0.0
C -0.825 -7.844 -4.139 -0.1 -0.3 -0.2
C 0.266 -8.701 -4.350 -0.1 0.1 0.0
C 0.037 -9.882 -5.049 -0.3 0.6 0.3
N -1.178 -10.195 -5.497 -0.1 -0.7 -0.4
C -2.229 -9.402 -5.296 0.5 0.4 0.4
C -0.639 -6.604 -3.451 0.2 1.1 0.9
C -0.474 -5.578 -2.817 -0.5 -2.1 -1.4
C -0.366 -4.356 -2.144 0.3 0.1 0.1
C -0.981 -3.230 -2.694 0.1 0.3 0.1
C -0.879 -2.013 -2.026 -0.5 -0.1 -0.6
C -0.087 -1.974 -0.898 -0.5 -1.1 -0.4
C 0.483 -3.069 -0.306 0.3 -0.8 0.3
C 0.371 -4.292 -0.960 0.0 0.5 -0.1
Zn 0.243 -0.118 -0.312 -1.0 1.5 1.4
P 1.388 0.966 -1.933 0.0 -0.1 -0.2
H 1.257 -8.439 -3.974 -0.3 -0.1 -0.2
H -2.959 -7.546 -4.432 0.3 -0.2 -0.1
H 0.868 -10.571 -5.239 -0.5 0.1 0.0
H -3.209 -9.704 -5.682 0.5 -0.1 0.1
H 0.851 -5.192 -0.586 -0.1 0.2 0.1
H -1.514 -3.333 -3.642 0.1 0.2 0.4
H 1.007 -3.022 0.637 -0.1 0.2 0.0
H -1.408 -1.148 -2.424 0.2 -0.1 0.2
C 2.152 2.436 -1.183 0.2 0.0 0.0
C 3.409 2.903 -1.904 0.3 0.4 0.0
H 2.353 2.173 -0.130 0.0 0.2 -0.3
H 1.378 3.220 -1.178 0.2 -0.2 0.0
H 3.771 3.829 -1.448 0.0 -0.1 -0.1
H 4.218 2.170 -1.837 -0.1 0.1 0.0
H 3.216 3.114 -2.959 0.1 -0.1 0.2
C 2.654 -0.258 -2.441 0.4 -0.1 0.3
C 2.622 -0.725 -3.892 0.1 -0.1 -0.3
H 2.478 -1.121 -1.773 0.2 0.2 -0.3
H 3.641 0.150 -2.180 -0.2 -0.1 -0.2
H 3.412 -1.474 -4.040 -0.2 0.2 -0.1
H 1.667 -1.201 -4.155 0.3 0.2 0.1
H 2.808 0.103 -4.590 -0.1 -0.3 0.2
C 0.421 1.461 -3.392 -0.2 0.0 0.0
C 1.083 2.504 -4.291 -0.1 0.2 -0.4
H -0.540 1.836 -3.005 0.2 -0.1 -0.2
H 0.201 0.542 -3.958 0.0 0.2 0.2
H 0.436 2.701 -5.153 0.1 0.0 0.2
H 1.234 3.460 -3.779 -0.1 -0.2 -0.1
H 2.047 2.164 -4.688 -0.2 0.1 0.1
Br 0.480 -0.604 2.035 0.0 0.3 -0.5
P 4.973 -2.437 1.365 -3.0 0.7 -1.4
C 5.097 -1.301 -0.071 0.8 -0.2 -0.1
C 6.438 -0.554 -0.040 0.1 0.3 -0.1
H 4.241 -0.611 -0.030 0.1 -0.3 0.2
H 4.993 -1.899 -0.989 0.1 0.0 0.3
H 6.655 -0.113 -1.021 0.0 -0.1 0.3
H 6.412 0.253 0.705 0.1 -0.2 -0.2
H 7.255 -1.242 0.218 -0.1 0.3 -0.2
C 3.787 -1.626 2.499 0.9 0.3 0.6
C 4.089 -1.999 3.958 -0.2 0.1 0.2
H 2.753 -1.875 2.207 0.4 -0.2 -0.2
H 3.896 -0.543 2.338 0.1 -0.3 0.1
H 3.546 -1.313 4.620 0.2 -0.3 -0.1
H 3.770 -3.028 4.179 0.2 0.3 0.0
H 5.167 -1.902 4.153 -0.4 0.0 0.2
C 4.085 -3.903 0.714 0.6 -0.6 0.7
C 5.081 -4.994 0.311 0.0 -0.3 -0.2
H 3.446 -3.594 -0.124 0.2 0.3 0.1
H 3.425 -4.255 1.518 0.2 0.1 -0.1
H 4.569 -5.952 0.182 0.1 0.2 0.0
H 5.582 -4.743 -0.630 0.0 -0.1 0.1
H 5.848 -5.121 1.084 -0.2 -0.1 -0.2
C -3.090 3.438 1.141 0.0 0.3 0.0
N -3.451 2.049 1.389 0.7 -0.8 -0.4
C -4.275 1.590 2.404 0.0 -0.1 -0.2
C -4.292 0.236 2.324 0.3 0.4 -0.2
N -3.458 -0.120 1.275 0.6 1.0 -0.5
C -2.906 1.000 0.696 -1.8 0.0 2.0
S -1.874 1.199 -0.612 0.8 -0.4 -0.6
H -2.007 3.570 1.263 -0.3 0.0 0.1
H -3.357 3.738 0.121 0.0 -0.2 0.3
H -3.634 4.051 1.863 0.2 0.0 -0.2
H -4.758 2.289 3.081 0.1 -0.4 -0.2
H -4.802 -0.490 2.921 -0.1 -0.1 0.1
H -3.217 -1.057 0.977 -0.1 0.2 0.1
```
Forces are in eV/Å.

Results
Energy relative to the best compared isomer or geometry (same formula, charge and spin) (eV): 0.0000
Electronic energy (a.u.): -6729.32685
Molecular weight (g mol⁻¹): 674.00
Lowest unoccupied orbital energy (alpha / beta) (eV): -8.004 / -8.947
HOMO (alpha / beta) (eV): -12.770 / -12.854
Net charge: +2